125
Properties=species:S:1:pos:R:3:forces:R:3:mulliken_charge:R:1 method="wB97M-V/def2-TZVPD" total_charge=+6 e_lumo_ha=-0.547 gap_ha=0.2547
B -12.3226 8.7269 -9.0070 0.0075 0.1076 0.0261 3.771
H -12.7134 7.7678 -9.3095 -1.3444 -3.4409 -0.8486 -0.908
H -12.8788 9.4607 -9.5695 -2.4207 3.1459 -1.8059 -1.366
H -12.3934 8.8128 -7.9337 -0.2420 0.7178 4.2568 -0.290
H -11.2996 8.8278 -9.3347 4.0895 0.3778 -1.0876 -1.141
C -15.2101 7.0906 -10.1206 -0.5485 -0.8374 -0.3859 -0.792
C -16.2240 7.6456 -11.1043 -0.2722 2.1598 -1.2155 -1.203
C -16.1092 9.2117 -11.3416 -0.1477 -0.5188 1.5069 -0.109
C -14.7817 9.4913 -12.0226 -0.1856 0.8813 -0.1620 -0.828
N -14.4371 11.0288 -12.2803 1.4308 -0.6059 -0.0016 0.594
C -13.8666 11.7021 -10.9819 0.9504 -2.6788 -0.7224 0.565
C -14.4254 13.0290 -10.9244 -0.7935 1.0300 0.9365 -0.674
C -15.8558 12.7284 -11.3783 -0.7186 1.7014 1.5774 -0.206
C -15.6443 11.9257 -12.6009 0.0913 -0.0487 -1.4599 -0.998
C -13.2649 11.1815 -13.3477 -0.7233 0.5100 -0.1985 -0.758
C -12.2102 10.1026 -13.2963 -0.0740 -0.4470 0.0350 0.645
C -11.0384 10.2473 -14.2986 0.5590 -0.2911 -0.6422 -1.561
H -15.5949 6.1147 -9.8247 0.3268 -0.2291 -0.0219 0.536
H -15.0565 7.6310 -9.1865 -0.1663 0.4702 -0.1784 0.176
H -14.2431 6.9610 -10.6067 -0.0451 -0.0434 0.2580 0.097
H -17.2737 7.4514 -10.8844 0.1700 -0.2091 0.2996 0.436
H -16.0597 7.2761 -12.1166 -0.0036 -0.7852 0.1619 0.461
H -16.2548 9.6252 -10.3437 0.7349 0.4436 0.4448 -0.337
H -16.9784 9.6564 -11.8262 0.1344 -0.5289 -0.7461 0.656
H -14.8320 8.8988 -12.9361 0.0488 0.8126 -0.6671 0.740
H -13.9121 9.0621 -11.5248 -0.1789 0.4063 0.5108 0.052
H -12.7778 11.6619 -10.9516 -0.0169 -0.3348 -0.3949 0.337
H -14.2215 11.1001 -10.1454 -0.0768 -0.1102 -0.0828 -1.048
H -13.9236 13.8218 -11.4791 -0.1270 -0.2731 -0.5135 0.318
H -14.2780 13.3230 -9.8852 -0.5862 0.4082 0.2378 0.135
H -16.3822 13.6809 -11.4405 -0.1866 -0.1245 -0.9756 0.548
H -16.4750 12.1966 -10.6559 0.4231 -0.3822 0.4167 0.053
H -15.4086 12.6318 -13.3970 0.5859 -0.3042 -0.2127 0.420
H -16.4986 11.3735 -12.9926 0.2166 -0.2807 0.3510 0.484
H -12.8121 12.1503 -13.1369 -0.2882 0.1714 -0.0936 0.348
H -13.7141 11.2051 -14.3406 -0.2299 0.0680 0.1189 0.627
H -12.7710 9.1860 -13.4792 0.5181 -0.3072 -0.1552 0.219
H -11.8688 10.0661 -12.2618 0.3789 -0.2426 0.1416 -0.471
H -10.4979 9.3340 -14.5473 -0.5202 -0.7632 0.6024 0.430
H -10.1730 10.8545 -14.0331 -0.5354 0.7116 0.5016 0.381
H -11.2963 10.5202 -15.3219 -0.6054 0.5075 0.1922 0.415
C -14.0979 7.6947 -6.1886 0.1098 -1.8155 1.1602 -0.740
N -15.1072 8.7097 -6.0403 0.0065 1.3376 -1.7666 0.238
C -15.1720 9.6127 -7.0603 -2.0203 0.6880 2.0735 -0.578
C -16.1642 10.6363 -6.9756 1.6987 -1.8839 -0.2061 -0.690
C -17.1104 10.6044 -5.9398 -0.2739 0.1009 -0.2171 1.230
C -16.9392 9.6546 -4.8903 -0.0640 0.0884 -1.3412 -0.754
C -15.9029 8.7305 -4.9742 -1.0264 0.3900 -0.0813 -0.736
C -18.3074 11.5578 -5.9874 -0.5184 -1.7916 1.8354 0.634
C -19.5581 11.1814 -5.3879 1.0258 0.0672 -0.8440 -0.973
C -20.5789 12.0894 -5.3251 0.3427 0.6861 -0.7394 -0.463
N -20.3765 13.3698 -5.7615 -0.9295 0.4491 0.2026 0.132
C -19.2104 13.7663 -6.2805 0.4841 -0.9168 0.3349 -0.753
C -18.1806 12.8408 -6.4324 0.2821 0.9484 -0.0360 -0.568
C -21.5118 14.3493 -5.6904 -0.9686 0.0754 -1.2253 -0.942
H -13.9953 7.3927 -7.2310 0.5224 0.4350 0.2129 0.188
H -14.4533 6.8192 -5.6451 -0.0132 -0.1415 -0.0548 0.523
H -13.2262 8.0275 -5.6252 0.3883 -0.0756 -0.7340 0.265
H -14.4665 9.4404 -7.8596 0.1945 0.2548 -0.2932 0.287
H -16.0741 11.3025 -7.8208 -0.8507 0.3995 0.0727 0.968
H -17.6855 9.5276 -4.1201 0.0983 0.1531 0.2235 0.656
H -15.7492 7.9154 -4.2824 -0.1190 0.0868 0.2860 0.533
H -19.7929 10.1782 -5.0642 0.2423 -0.1370 0.0602 0.635
H -21.5707 11.8067 -5.0047 -0.0997 0.2536 0.1775 0.497
H -19.0221 14.8099 -6.4847 -0.5629 0.1100 -0.2590 0.523
H -17.2245 13.1843 -6.7988 -0.0480 0.1311 -0.1994 0.549
H -21.6539 14.8567 -6.6446 1.0319 0.3654 -0.1429 0.419
H -21.4494 15.0920 -4.8951 0.1588 -0.4628 0.1539 0.362
H -22.4694 13.8339 -5.7645 0.1251 -0.4835 1.1118 0.348
C -2.3095 11.2161 -7.8728 0.9149 0.0722 1.0920 -0.989
N -3.5012 10.5163 -8.3308 -1.9829 1.2836 -0.3255 0.088
C -4.7293 11.1822 -8.3304 0.2931 -3.3279 0.6421 -0.436
C -5.8736 10.4285 -8.6668 1.3153 2.4172 0.2819 -0.482
C -5.8022 9.1418 -9.1323 3.3057 0.0613 -0.5609 0.606
C -4.5093 8.5356 -9.1994 -0.6761 1.0416 0.5727 -0.598
C -3.3930 9.2648 -8.7976 -0.9811 -0.4151 -0.4828 -0.295
C -6.9362 8.5024 -9.7060 -2.3245 -0.8561 0.0346 0.938
C -7.8231 9.1384 -10.5750 -1.3264 -1.0038 -0.4837 -0.770
C -9.0248 8.4892 -10.9619 1.4149 -1.0639 1.8479 -0.321
N -9.3476 7.2268 -10.3938 1.6945 3.1280 -0.9153 0.068
C -8.4505 6.6447 -9.5859 -1.1015 0.0819 0.5459 -0.631
C -7.2844 7.2677 -9.1984 0.3686 -0.2417 -0.1044 -0.649
C -10.6453 6.5936 -10.6409 0.1703 -0.0236 -1.0699 -1.233
H -2.5491 11.8600 -7.0265 -0.3277 0.5301 -0.5549 0.357
H -1.8071 11.7067 -8.7064 -0.0430 0.0945 0.2206 0.345
H -1.6564 10.5133 -7.3554 0.1805 -0.3056 -0.6098 0.428
H -4.8687 12.1319 -7.8354 0.7227 0.2368 -0.2903 0.380
H -6.7776 11.0133 -8.5824 -0.3553 -0.3595 -0.1762 0.363
H -4.3297 7.5259 -9.5379 -0.2187 -0.0298 -0.2298 0.538
H -2.4180 8.8227 -8.9404 0.2728 0.2313 0.4099 0.481
H -7.5873 10.1339 -10.9210 -0.1819 -0.0074 -0.3635 0.643
H -9.6919 8.9996 -11.6408 -0.3657 -0.4886 0.0381 0.539
H -8.8692 5.7555 -9.1383 0.5841 -0.3804 0.0974 0.520
H -6.6076 6.9006 -8.4411 -0.3211 -0.7912 0.0020 0.624
H -11.0818 7.2318 -11.4092 -0.3837 -0.4599 0.0137 0.219
H -11.3058 6.5931 -9.7738 0.5009 0.0155 -0.0236 0.381
H -10.4243 5.5984 -11.0268 -0.3154 0.0024 -0.0297 0.541
C -18.1393 14.3081 -2.7637 0.0369 -0.5436 1.3280 -0.961
N -16.8977 13.8941 -3.4505 -0.4558 -0.2075 0.9866 0.158
C -16.3864 12.6883 -3.0655 1.7230 -0.4831 -3.0293 -0.722
C -15.2187 12.2102 -3.7213 -1.5038 1.1927 0.5053 -0.664
C -14.5494 13.0185 -4.6746 -0.2838 -1.0740 0.5980 0.663
C -15.1310 14.2401 -4.9797 -0.3019 0.7324 0.5224 -0.565
C -16.2964 14.7010 -4.3193 1.5542 -1.3019 -1.0856 -0.405
C -13.3503 12.4274 -5.3880 0.0752 0.5541 2.0202 0.538
C -13.2274 12.5787 -6.7366 -0.3233 -1.0313 -1.1776 -0.101
C -12.2578 11.8348 -7.3869 2.1210 0.4030 -0.1296 -0.335
N -11.2168 11.3348 -6.6923 0.2508 -0.8903 1.6768 0.152
C -11.2270 11.2986 -5.3335 -0.4675 0.7122 -0.7051 -0.511
C -12.3169 11.7732 -4.6598 -0.5557 0.4645 -0.1253 -0.808
C -9.9768 10.7124 -7.2845 -1.9149 0.5351 -1.3403 -0.879
H -17.8688 14.3092 -1.7078 -0.0309 0.7646 0.1279 0.426
H -18.8466 13.4788 -2.7483 -0.2474 0.1456 -0.7597 0.359
H -18.5417 15.2714 -3.0771 0.2001 -0.2504 -0.1222 0.361
H -17.0075 11.9545 -2.5734 -0.1503 0.5616 0.7386 0.420
H -15.0041 11.1626 -3.5699 0.5219 0.1215 0.2219 0.728
H -14.6844 14.9102 -5.6994 0.0854 0.0741 -0.0701 0.670
H -16.7427 15.6370 -4.6211 -0.1603 0.1163 0.4442 0.464
H -13.9648 13.1105 -7.3196 -0.0288 -0.0063 -0.0734 0.368
H -12.0986 11.7255 -8.4495 -0.5268 0.1582 -0.1911 0.469
H -10.3264 10.9693 -4.8366 -0.0626 -0.2201 0.0041 0.545
H -12.2645 11.7209 -3.5824 -0.3953 0.1025 0.1287 0.696
H -10.3536 10.4003 -8.2586 0.5600 -0.2460 -0.2314 -0.233
H -9.7278 9.8069 -6.7312 0.2767 0.4711 0.1055 0.479
H -9.2654 11.5321 -7.3850 0.3252 -0.4534 0.2849 0.493